The following is a DFT calculation (the ωB97M-V functional and the def2-TZVPD basis) of C29H35CoO5S as an isolated structure.

The maximum force is 0.12309 Eh/bohr. Its frontier orbital gap (spin up / spin down) is 3.35 / 3.34 eV.

ORCA input file:
```
! RIJCOSX wB97M-V def2-TZVPD def2/J DEFGRID3
* xyz -2 5
Co -0.432 -0.712 2.223
S -0.390 1.615 2.639
O 2.893 -0.925 -3.772
O -0.316 -2.743 -5.043
O -0.407 -1.394 0.630
O -0.912 -0.816 -5.988
O 1.955 -1.104 -5.820
C -0.838 -0.615 -1.922
C 1.222 2.067 -1.430
C -3.137 -0.270 3.204
C 1.898 -0.913 -4.488
C -1.250 -1.135 -0.490
C 2.425 0.029 1.272
C 2.389 0.519 2.613
C 0.479 -0.719 -3.970
C -1.553 2.615 4.895
C -1.166 2.846 -0.890
C 1.890 -1.284 1.251
C 0.293 -1.363 -2.577
C 1.761 -0.450 3.434
C -2.226 -0.303 4.279
C -0.925 -3.289 -6.225
C -0.356 2.182 4.267
C 0.056 0.752 -3.858
C -0.229 2.044 -1.712
C -0.744 0.910 -2.501
C -2.837 -1.345 2.331
C -1.738 -2.097 2.891
C 1.446 -1.600 2.613
C -0.316 -1.400 -5.094
C 3.286 -1.257 -6.308
C 0.837 2.243 5.024
C 0.780 2.385 6.407
C -0.446 2.610 7.045
C -1.609 2.767 6.276
C -1.297 -1.370 4.091
H -3.978 0.405 3.122
H 1.137 -2.584 2.963
H -1.555 3.718 -1.447
H -1.970 -2.968 -6.295
H 0.095 -2.436 -2.705
H -0.852 -4.374 -6.142
H 3.186 -1.305 -7.388
H -2.564 2.990 6.759
H -2.128 -0.553 -0.150
H -0.678 3.217 0.024
H -2.293 0.293 5.189
H -3.394 -1.652 1.452
H 1.701 2.311 6.989
H -0.571 1.003 -4.726
H 1.411 2.277 -0.363
H 1.726 1.115 -1.688
H 1.223 -1.226 -2.019
H -1.583 -2.173 -0.742
H -0.375 -2.925 -7.099
H -0.607 -1.751 4.843
H 3.725 -2.181 -5.918
H -1.772 1.193 -2.800
H 1.789 2.136 4.514
H 2.883 0.520 0.418
H 2.913 1.412 2.955
H -1.460 -3.121 2.633
H -2.445 2.723 4.282
H -2.039 2.246 -0.570
H 0.944 1.399 -3.927
H -0.497 2.681 8.133
H 1.967 -1.971 0.417
H -1.726 -0.927 -2.505
H 1.738 2.856 -2.007
H 3.912 -0.408 -6.018
H 1.652 -0.422 4.518
*
```

The following is a DFT calculation (the ωB97M-V functional and the def2-TZVPD basis) of C29H35IKN5O4 as an isolated structure.

The maximum force is 0.01196 Eh/bohr. Its relative energy (zero: lowest compared OMol25 entry of this formula, charge and spin) is 42.87 kJ/mol. Its frontier orbital gap is 5.40 eV.

ORCA input file:
```
! RIJCOSX wB97M-V def2-TZVPD def2/J DEFGRID3
* xyz -2 1
I 3.491 -5.999 1.757
K 0.200 -0.042 0.091
O 0.478 -1.874 -1.514
O 1.407 2.341 0.705
O -0.705 -0.967 2.160
O 2.966 3.610 1.712
N -2.284 2.290 0.692
N 3.435 0.038 2.371
N 0.055 0.751 -2.447
N 2.844 -2.135 0.053
N -2.989 -1.531 -0.208
C -0.032 -4.356 3.184
C 1.816 -2.721 -5.340
C -1.408 -3.011 1.136
C -3.311 -0.574 0.834
C 0.851 -2.121 -2.685
C 4.542 -3.129 -1.298
C 0.494 0.273 -3.533
C -1.752 2.910 1.889
C -4.101 0.597 0.240
C 1.258 -3.441 -3.091
C -3.695 1.939 0.839
C 3.152 1.061 3.383
C 3.629 -4.330 0.532
C 2.136 2.682 1.677
C -0.132 -2.987 3.212
C -0.567 -5.096 2.125
C -1.786 2.203 -1.776
C 4.509 -4.284 -0.538
C 1.933 1.890 2.992
C 0.923 -1.114 -3.733
C -2.188 -2.500 -0.028
C 2.814 -3.235 0.795
C -1.230 -4.398 1.131
C 1.399 -1.445 -5.001
C 1.726 -3.711 -4.352
C -0.344 2.139 -2.329
C 3.699 -2.081 -0.958
C -1.973 3.059 -0.513
C -0.774 -2.234 2.171
H -2.266 3.857 2.147
H 0.319 -2.402 4.006
H -0.456 -6.171 2.069
H 2.036 -4.728 -4.584
H -3.865 -1.079 1.636
H 0.503 -4.860 3.986
H -0.689 3.104 1.750
H 5.138 -5.134 -0.771
H -1.639 -4.941 0.282
H 2.190 -2.952 -6.330
H 4.013 1.732 3.466
H 0.338 2.609 -1.614
H 1.202 -4.217 -2.334
H -2.755 3.826 -0.679
H -1.043 3.591 -0.308
H -3.943 0.601 -0.839
H 1.062 1.231 2.925
H -3.912 1.920 1.912
H -5.183 0.468 0.372
H -1.862 2.221 2.728
H 5.199 -3.031 -2.152
H 3.689 -1.168 -1.541
H -2.043 -3.134 -0.905
H -4.323 2.747 0.416
H 1.439 -0.647 -5.740
H 2.972 0.614 4.372
H 3.753 -0.831 2.779
H 2.097 -3.260 1.610
H 2.583 -0.185 1.869
H 0.566 0.916 -4.432
H -2.459 2.514 -2.581
H 1.748 2.617 3.790
H -0.250 2.677 -3.289
H -2.407 -0.177 1.296
H -2.088 1.186 -1.531
*
```

no.,E_tot (eV)
1,-89335.021
2,-70709.319